The following is a DFT calculation (ωB97M-V/def2-TZVPD) of 2 unconnected molecules or ions with the total composition C32H32NO4 in a non-equilibrium geometry.

Results
Kohn-Sham gap ... 5.20 eV
E_HOMO ... -10.49 eV
Energy above the lowest of the compared OMol25 structures with the same formula, charge and spin ... 0.000 eV
Lowest unoccupied orbital energy ... -5.28 eV

```
! wB97M-V def2-TZVPD RIJCOSX def2/J DEFGRID3
* xyz 1 1
C 0.148 -7.762 4.050
C 1.580 -11.240 6.198
C -1.826 -3.764 5.736
H 3.272 -1.199 8.193
C 3.066 -6.141 9.346
C 1.148 -7.427 5.001
C 2.512 -5.619 10.468
H -0.354 -1.649 5.933
H 3.014 -4.865 11.066
C 2.738 -8.733 3.664
H 0.966 -5.697 11.837
C -2.345 -4.188 4.500
H 6.382 -6.160 5.695
H 3.173 -7.909 5.610
C 4.447 -5.675 9.059
N 1.330 -6.093 10.966
C 1.363 -1.249 7.146
C 0.931 -6.361 5.956
C 1.385 -3.986 7.702
C 0.386 -3.483 6.837
C 6.944 -6.422 6.607
C 2.462 -1.822 7.804
O 1.220 -9.389 7.656
H 1.977 -6.796 7.570
H 3.336 -3.631 8.576
H -1.195 -6.384 5.893
H 1.256 -12.274 6.008
C 0.803 -10.729 7.384
H 1.214 -4.978 8.097
H 2.669 -11.232 6.377
C 6.338 -5.720 7.798
H -4.014 -1.153 6.358
C 0.535 -8.910 8.721
H -0.240 -7.491 10.829
C 0.449 -8.476 2.891
O 5.023 -4.828 9.739
H 7.972 -6.051 6.486
H 6.942 -5.858 8.711
C 1.217 -7.718 9.264
H 6.958 -7.518 6.711
H 1.371 -10.647 5.293
C 2.423 -8.020 4.820
C 1.764 -8.908 2.657
C -3.551 -2.007 5.827
C -3.400 -3.519 3.901
H 6.254 -4.642 7.576
H 3.746 -9.124 3.500
H -0.330 -8.638 2.140
H -4.816 -1.886 4.101
C -0.318 -5.734 6.023
O 5.016 -6.272 7.997
H 3.133 -7.974 8.229
H -0.276 -10.718 7.168
C -2.471 -2.672 6.392
H -2.092 -2.349 7.361
H -0.866 -7.421 4.235
O -0.474 -9.424 9.167
C 0.414 -2.087 6.572
C 2.413 -7.208 8.549
H 2.018 -9.387 1.713
C 0.673 -7.136 10.367
H -3.766 -3.836 2.912
C 2.476 -3.201 8.067
H -1.861 -5.026 3.986
C -3.991 -2.425 4.561
H 1.857 -5.881 6.280
H 1.268 -0.161 7.061
H 1.002 -11.343 8.279
C -0.586 -4.371 6.231
*
```